[1]
Computed, not measured: C23H17N6PtS as an isolated structure, with ωB97M-V with the def2-TZVPD basis set.

Each line ends with the Löwdin charge.
Geometry (Å):
Pt1 -0.175 0.001 0.675  1.19
N1 -4.258 1.216 0.717  0.15
C1 -2.949 1.188 0.499  -0.10
N2 -2.163 0.267 0.978  -0.04
C2 -2.680 -0.788 1.754  -0.24
N3 -1.929 -1.745 2.208  0.11
N4 -0.628 -1.575 1.807  -0.19
C3 0.323 -2.370 2.116  -0.03
C4 1.634 -1.995 1.561  -0.23
C5 2.773 -2.745 1.767  0.01
C6 3.970 -2.331 1.192  -0.02
C7 3.985 -1.182 0.426  -0.02
C8 2.806 -0.468 0.254  -0.07
N5 1.662 -0.857 0.808  -0.07
C9 -4.107 -0.775 2.036  -0.08
C10 -4.719 -1.757 2.822  0.00
C11 -6.074 -1.705 3.056  -0.05
C12 -6.843 -0.674 2.510  -0.04
C13 -6.260 0.303 1.732  0.00
C14 -4.890 0.247 1.499  -0.16
H1 -4.803 1.963 0.315  0.17
H2 -2.509 1.968 -0.109  0.14
H3 0.177 -3.247 2.736  0.14
H4 2.721 -3.642 2.367  0.13
H5 4.873 -2.905 1.342  0.12
H6 4.892 -0.827 -0.040  0.12
H7 2.760 0.436 -0.337  0.12
H8 -4.107 -2.546 3.235  0.12
H9 -6.547 -2.463 3.665  0.12
H10 -7.907 -0.638 2.699  0.12
H11 -6.853 1.104 1.307  0.12
S1 0.360 3.427 -2.298  1.04
C15 1.300 3.688 -0.904  -0.42
C16 1.149 2.681 0.001  -0.24
C17 0.259 1.644 -0.424  -0.41
C18 -0.256 1.933 -1.670  -0.53
C19 -1.202 1.134 -2.468  -0.33
C20 -1.827 1.655 -3.606  -0.04
C21 -2.708 0.862 -4.317  -0.06
C22 -2.964 -0.428 -3.875  -0.07
C23 -2.317 -0.857 -2.730  -0.14
N6 -1.458 -0.108 -2.040  0.08
H12 1.907 4.575 -0.817  0.07
H13 1.651 2.684 0.960  0.09
H14 -1.625 2.668 -3.927  0.09
H15 -3.190 1.248 -5.206  0.11
H16 -3.640 -1.085 -4.404  0.10
H17 -2.486 -1.857 -2.346  0.11

Properties
Relative energy (zero: lowest compared OMol25 entry of this formula, charge and spin) (kcal per mole): 0.00
Molar mass (g/mol): 604.58
Maximum force (eV/Å): 0.07
Orbital gap (eV): 6.389
HOMO level (eV): -10.33
Charge: +1

***

[2]
Computed, not measured: one molecule with the formula C4H9NOS, with ωB97M-V with the def2-TZVPD basis set.

Each line ends with the Löwdin charge.
Geometry (Å):
C1 -0.252 -1.537 1.393  -0.14
S1 0.585 -0.203 0.488  0.76
N1 1.815 -1.189 -0.144  -0.11
O1 1.141 0.769 1.465  -0.38
C2 -0.499 0.047 -0.745  -0.44
C3 -0.361 1.315 -1.583  -0.18
C4 -1.431 1.248 -0.458  -0.17
H1 -1.184 -1.651 0.907  0.04
H2 0.512 -2.330 1.393  0.06
H3 -0.620 -1.132 2.360  0.07
H4 2.737 -0.684 0.101  0.11
H5 1.624 -1.060 -1.107  0.03
H6 0.364 2.115 -1.307  0.10
H7 -0.779 1.554 -2.525  0.07
H8 -2.516 1.096 -0.726  0.11
H9 -1.135 1.642 0.488  0.06

Properties
Relative energy (zero: lowest compared OMol25 entry of this formula, charge and spin) (kcal per mole): 128.76
Molar mass (g/mol): 119.19
Maximum force (eV/Å): 3.66
Orbital gap (eV): 8.806
Structure (SMILES): C[S@](N)(=O)=C1CC1
HOMO level (eV): -8.13

***

[3]
Computed, not measured: one molecule with the formula C3H5NO2, with ωB97M-V with the def2-TZVPD basis set.

Each line ends with the Löwdin charge.
Geometry (Å):
H1 0.492 0.617 0.610  0.03
N1 1.478 0.834 0.145  0.11
C1 1.480 0.006 -0.799  -0.21
O1 0.361 -0.936 -0.960  -0.11
C2 -0.510 -0.870 0.127  -0.16
C3 -1.082 0.721 0.492  -0.26
O2 -1.725 0.955 1.480  0.07
H2 2.189 -0.187 -1.615  0.13
H3 -0.086 -1.366 1.023  0.14
H4 -1.518 -1.187 -0.117  0.12
H5 -1.080 1.413 -0.387  0.14

Properties
Relative energy (zero: lowest compared OMol25 entry of this formula, charge and spin) (kcal per mole): 77.87
Molar mass (g/mol): 87.08
Maximum force (eV/Å): 3.53
Orbital gap (eV): 10.364
Structure (SMILES): [H]/N=C\OCC=O
HOMO level (eV): -9.95